Entry from the OMol25 dataset: C23H14Br4N3O3PdS3 as an isolated structure (ωB97M-V/def2-TZVPD).

## Properties
* net charge: -1
* energy relative to the best compared isomer or geometry (same formula, charge and spin): 1.725 eV
* lowest unoccupied orbital energy (alpha / beta): -0.264 / -0.266 eV
* maximum force: 3.73 eV/Å
* HOMO-LUMO gap (alpha / beta): 4.265 / 4.260 eV
* E: -12893.3582 hartree

Last column: Mulliken charge in e.
Element x y z (Å)
1 Pd -1.41449 -1.71027 -0.83104  0.26
2 C 1.46924 1.69403 -0.18658  -1.69
3 C 0.61718 0.48640 0.09232  1.07
4 N -0.50610 0.30093 -0.51673  1.13
5 N -0.92496 1.32330 -1.34578  -1.19
6 C -2.05774 1.09306 -1.88391  0.30
7 S -3.06520 -0.29917 -1.67632  -0.11
8 S -2.72382 2.40330 -2.89114  -0.12
9 C -3.63383 3.29157 -1.56374  -1.26
10 C -2.73281 4.11024 -0.68032  0.75
11 C -2.18538 3.55525 0.47451  -0.12
12 C -1.30414 4.28762 1.26151  -0.67
13 C -0.96580 5.58783 0.90614  -0.47
14 C -1.50924 6.14982 -0.24443  -0.50
15 C -2.38604 5.41337 -1.03044  -0.44
16 C 1.08456 -0.51244 1.04851  -0.10
17 C 2.43487 -0.54711 1.41074  -0.50
18 C 2.95052 -1.56032 2.19568  -0.82
19 C 2.09146 -2.55870 2.66749  -0.45
20 C 0.74608 -2.51850 2.37737  -0.59
21 C 0.18643 -1.49028 1.57563  0.89
22 O -1.09049 -1.44657 1.35794  -0.97
23 H 0.88480 2.44898 -0.69632  0.42
24 H 2.29862 1.39997 -0.83391  0.24
25 H 1.87496 2.10278 0.73911  0.42
26 H -4.17634 2.53497 -1.00052  0.41
27 H -4.34444 3.91312 -2.10662  0.52
28 H -2.44504 2.53829 0.75345  0.33
29 H -0.87308 3.83583 2.14840  0.41
30 H -0.28912 6.16476 1.52755  0.37
31 H -1.24217 7.16078 -0.53341  0.37
32 H -2.80090 5.84816 -1.93589  0.35
33 H 3.10182 0.22119 1.03681  0.37
34 H 4.01082 -1.59539 2.42060  0.41
35 H 2.49194 -3.38157 3.25254  0.43
36 H 0.06190 -3.27098 2.75243  0.55
37 Br 4.06623 -6.13178 0.66811  -0.13
38 C 2.99395 -4.78789 -0.10160  0.33
39 C 3.61350 -3.74336 -0.89255  0.20
40 Br 5.47440 -3.77740 -1.18203  -0.15
41 C 2.86192 -2.74941 -1.44112  -0.15
42 Br 3.62021 -1.29228 -2.35841  -0.07
43 C 1.42627 -2.72738 -1.30499  0.44
44 O 0.71154 -1.85909 -1.80588  -0.67
45 C 0.78880 -3.78092 -0.46232  0.75
46 O -0.43553 -3.73407 -0.26025  -0.56
47 C 1.64911 -4.79592 0.11349  -0.34
48 Br 0.79680 -6.07509 1.19260  -0.04
49 S -4.73432 -4.69983 -0.08225  -0.47
50 C -3.62271 -3.74969 -0.77712  0.47
51 N -2.84422 -3.07013 -1.34730  -0.60



Entry from the OMol25 dataset: C23H14BrCl5F6N3O11RuS3 as an isolated structure (ωB97M-V/def2-TZVPD).

## Properties
* net charge: -2
* energy relative to the best compared isomer or geometry (same formula, charge and spin): 0.836 eV
* lowest unoccupied orbital energy (alpha / beta): 3.648 / 2.716 eV
* maximum force: 3.04 eV/Å
* HOMO-LUMO gap (alpha / beta): 7.757 / 7.408 eV
* E: -8640.4675 hartree
* 2S+1: 6
* <S²>: 8.76

Last column: Mulliken charge in e.
Element x y z (Å)
1 Ru 14.49084 9.28545 13.17876  1.58
2 N 13.38996 11.37034 13.35762  -0.20
3 N 13.18725 11.92791 12.03641  -0.37
4 C 13.53947 11.15988 10.90822  0.49
5 O 13.24311 11.56150 9.77173  -0.66
6 O 14.19948 10.01345 11.20699  -0.70
7 H 12.50250 11.23092 13.76819  0.23
8 H 13.95692 11.96343 13.91648  0.31
9 H 12.36990 12.50970 11.96029  0.24
10 Cl 17.39868 10.93334 14.16161  -0.20
11 C 17.53285 9.20282 13.97385  1.47
12 C 16.45199 8.47839 13.44696  -1.78
13 C 16.69332 7.11902 13.35465  1.43
14 Cl 15.49557 6.02276 12.83655  -0.17
15 C 17.93432 6.50709 13.66280  -0.13
16 Cl 18.19322 4.84737 13.40313  -0.21
17 C 18.91765 7.27543 14.25578  0.42
18 Cl 20.44446 6.57667 14.76832  -0.22
19 C 18.74005 8.63312 14.35850  -0.17
20 Cl 20.02527 9.62667 15.00117  -0.21
21 C 7.75892 5.83328 9.62528  -1.30
22 C 8.63302 6.33240 10.76718  1.01
23 C 9.71702 5.60733 11.19702  -0.73
24 C 10.57522 6.12354 12.15383  -0.40
25 C 10.40374 7.43405 12.68291  -0.22
26 C 9.34015 8.20070 12.18563  -0.32
27 C 8.45813 7.66996 11.24754  -0.77
28 S 11.51082 8.11490 13.88860  1.36
29 O 11.25112 7.37348 15.13241  -0.71
30 O 11.10802 9.52559 13.93101  -0.81
31 O 12.87568 7.87564 13.35581  -0.49
32 H 7.35399 4.81558 9.76357  0.32
33 H 8.41480 5.77330 8.71567  0.24
34 H 6.89541 6.47684 9.43996  0.35
35 H 9.86508 4.62840 10.80115  0.39
36 H 11.39880 5.46881 12.46739  0.32
37 H 9.20364 9.19420 12.57044  0.45
38 H 7.62356 8.27933 10.91002  0.26
39 F 11.84500 5.89241 8.74865  -0.19
40 C 12.57195 6.74493 8.04847  0.65
41 F 12.33570 7.96029 8.55831  -0.20
42 F 12.11341 6.74035 6.77412  -0.27
43 S 14.37596 6.27333 7.99578  0.92
44 O 14.84677 6.23788 9.32408  -0.52
45 O 14.27473 5.03334 7.21755  -0.70
46 N 14.90243 7.42346 7.10076  -0.45
47 S 16.13986 8.41682 7.30046  0.95
48 O 17.26424 8.08371 6.45105  -0.65
49 O 16.30740 8.83668 8.65032  -0.49
50 C 15.40490 9.86548 6.44344  0.65
51 F 16.25651 10.95424 6.57988  -0.25
52 F 15.39956 9.70069 5.08727  -0.26
53 F 14.14339 10.15139 6.86585  -0.18
54 Br 17.34612 11.47879 18.11559  -0.20
55 C 15.82817 10.28916 18.51605  -0.10
56 C 15.82525 9.60598 19.70747  -0.31
57 C 14.81715 8.69051 19.98354  -0.40
58 C 13.74639 8.54260 19.09342  -0.67
59 C 13.77577 9.15750 17.84238  -0.42
60 C 14.83227 10.07792 17.54838  0.74
61 C 14.71634 10.67782 16.18484  0.16
62 O 14.52667 11.86908 16.04078  -0.70
63 O 14.68961 9.76605 15.29834  -0.61
64 H 16.63613 9.81402 20.37310  0.39
65 H 14.80784 8.12398 20.95388  0.28
66 H 12.99667 7.81558 19.23880  0.42
67 H 13.09981 8.91939 17.01796  0.31



Entry from the OMol25 dataset: C23H14BrN3O5Pd as an isolated structure (ωB97M-V/def2-TZVPD).

## Properties
* net charge: 0
* energy relative to the best compared isomer or geometry (same formula, charge and spin): 0.000 eV
* lowest unoccupied orbital energy (alpha / beta): -1.000 / -1.118 eV
* maximum force: 0.12 eV/Å
* HOMO-LUMO gap (alpha / beta): 6.789 / 6.702 eV
* E: -4127.1691 hartree
* 2S+1: 3
* <S²>: 2.01

Last column: Mulliken charge in e.
Element x y z (Å)
1 Pd -0.95941 -0.19693 -0.86540  0.42
2 Br 3.10672 -5.85823 -3.55482  -0.22
3 C 1.79107 -4.67708 -2.87115  -0.21
4 C 0.65130 -5.20305 -2.23173  -0.34
5 C -0.29847 -4.36664 -1.72771  -0.68
6 C -0.19224 -2.94369 -1.81078  0.71
7 O -1.13080 -2.24726 -1.28858  -0.73
8 C 0.96386 -2.42912 -2.49119  0.07
9 C 1.23458 -1.05491 -2.74169  0.39
10 N 0.51392 -0.03891 -2.39197  -0.21
11 C 0.85775 1.28103 -2.73289  0.22
12 C 1.70453 1.64110 -3.75080  -0.59
13 C 2.00790 2.99398 -4.00355  -0.94
14 C 1.45645 3.99102 -3.25427  -0.87
15 C 0.54472 3.66834 -2.22217  1.11
16 C -0.08501 4.64682 -1.41773  -0.50
17 C -0.97008 4.27084 -0.45188  -0.85
18 C -1.25027 2.90088 -0.28783  -0.29
19 N -0.68094 1.97435 -1.01583  -0.11
20 C 0.22927 2.31900 -1.97220  0.60
21 C 1.93631 -3.33294 -2.99737  -0.60
22 H 0.53789 -6.27523 -2.13995  0.40
23 H -1.17517 -4.75559 -1.22764  0.43
24 H 2.16341 -0.86574 -3.28410  0.22
25 H 2.14344 0.88265 -4.38460  0.37
26 H 2.68790 3.23490 -4.80974  0.38
27 H 1.69279 5.02986 -3.44518  0.38
28 H 0.14668 5.69189 -1.58382  0.42
29 H -1.46422 4.99609 0.17845  0.38
30 H -1.95941 2.55439 0.45540  0.55
31 H 2.80815 -2.93040 -3.49877  0.40
32 O 0.11193 -0.28667 1.03094  -0.84
33 C -0.96395 -0.24265 1.70350  1.41
34 O -2.08223 -0.14908 1.14556  -0.79
35 C -0.87155 -0.28963 3.19578  0.10
36 C 0.36938 -0.34636 3.82049  -0.47
37 C 0.45497 -0.38412 5.20453  -0.61
38 C -0.69818 -0.36578 5.97256  -0.45
39 C -1.92108 -0.30946 5.32710  0.00
40 C -2.03477 -0.27186 3.95158  -0.35
41 N -3.15105 -0.28567 6.14314  1.03
42 O -3.02587 -0.34678 7.35012  -0.62
43 O -4.21209 -0.20458 5.56043  -0.60
44 H 1.25840 -0.36382 3.20502  0.44
45 H 1.42090 -0.42892 5.68864  0.40
46 H -0.66687 -0.39513 7.05140  0.49
47 H -3.00062 -0.23089 3.47071  0.55



Entry from the OMol25 dataset: C23H15BrIN6Rh as an isolated structure (ωB97M-V/def2-TZVPD).

## Properties
* net charge: +2
* energy relative to the best compared isomer or geometry (same formula, charge and spin): 0.857 eV
* lowest unoccupied orbital energy (alpha / beta): -8.489 / -8.492 eV
* maximum force: 2.09 eV/Å
* HOMO-LUMO gap (alpha / beta): 5.830 / 5.827 eV
* E: -4195.6890 hartree

Last column: Mulliken charge in e.
Element x y z (Å)
1 Rh 0.13135 0.32856 -0.47769  0.27
2 C -2.55542 -0.16581 2.83043  -0.91
3 C -2.88586 1.15439 3.08312  -0.58
4 C -2.20169 2.16791 2.42191  -0.60
5 C -1.22044 1.83161 1.51680  0.84
6 N -0.91443 0.53728 1.25424  0.23
7 C -1.57056 -0.43735 1.89977  0.02
8 C -0.42679 2.80014 0.73913  0.28
9 C -0.46816 4.17572 0.84593  -0.59
10 C 0.32105 4.92916 -0.01150  -0.88
11 C 1.14621 4.30446 -0.93685  -0.55
12 C 1.16959 2.92418 -0.98389  0.26
13 N 0.39492 2.21610 -0.14616  0.05
14 C 1.98723 2.09342 -1.89033  0.82
15 C 2.90540 2.59090 -2.78543  -0.60
16 C 3.62728 1.70123 -3.57509  -0.46
17 C 3.41769 0.34267 -3.43135  -0.90
18 C 2.47641 -0.09185 -2.51459  0.05
19 N 1.77628 0.76028 -1.75582  0.10
20 H -3.05542 -0.97988 3.33531  0.46
21 H -3.67194 1.39979 3.78468  0.48
22 H -2.44657 3.20341 2.60835  0.40
23 H -1.28196 -1.45280 1.66556  0.34
24 H -1.10165 4.65873 1.57510  0.41
25 H 0.28644 6.00941 0.03549  0.47
26 H 1.75613 4.89094 -1.60786  0.40
27 H 3.06659 3.65513 -2.87762  0.41
28 H 4.34335 2.07477 -4.29458  0.47
29 H 3.96743 -0.37867 -4.01849  0.42
30 H 2.27812 -1.14404 -2.37362  0.29
31 N -1.44271 0.76311 -1.54400  -0.48
32 C -2.61045 0.64569 -1.23440  0.77
33 N -3.77309 0.65638 -0.88891  -0.41
34 C -4.84402 -0.12555 -0.99078  0.44
35 N -5.76452 -0.81315 -1.03829  -0.35
36 Br -0.47779 -5.56630 -1.89202  -0.14
37 C 0.16407 -5.11033 -0.19098  -0.27
38 C 0.48324 -6.12772 0.70376  -0.31
39 C 0.94386 -5.82862 1.97485  -0.65
40 C 1.10471 -4.51020 2.37696  -0.67
41 C 0.80335 -3.48057 1.50013  -0.21
42 C 0.33735 -3.80407 0.23507  0.67
43 I -0.13208 -2.27998 -1.13631  0.59
44 H 0.36720 -7.15509 0.38664  0.41
45 H 1.18000 -6.63502 2.65542  0.40
46 H 1.46821 -4.27840 3.36872  0.40
47 H 0.94208 -2.44997 1.79919  0.41